(1)
5 unconnected molecules or ions with the total composition C3H16O4 in a non-equilibrium geometry, computed with ωB97M-V with the def2-TZVPD basis set.

Summary:
HOMO energy = -0.389 Eh
HOMO-LUMO gap = 11.1 eV
structure (SMILES) = CCC.O.O.O.O
E_tot = -424.7847 hartree
energy relative to the best compared isomer or geometry (same formula, charge and spin) = 45.2 kcal/mol
lowest unoccupied orbital energy = 0.019 Ha

```
! wB97M-V def2-TZVPD RIJCOSX def2/J DEFGRID3
* xyz 0 1
H -3.21870 1.68536 1.72290
H 2.44926 -0.70210 0.24607
C -0.23781 -0.81342 0.81798
O 1.57704 -0.99023 -3.45463
H -1.56612 -0.69790 -3.23783
H -0.38710 1.36242 3.59368
O -2.39844 1.39982 1.74678
O -0.86304 -0.13664 -2.90138
H 2.39282 0.74905 -0.79617
H -2.45413 0.64799 2.38359
H -1.26191 -0.80493 0.95479
H 1.46720 -0.68850 -1.35069
H 0.43113 0.16542 3.47207
C 1.73953 -0.08086 -0.39295
H -0.15874 -1.65555 0.11402
C 0.55696 0.46221 0.29252
H -0.08836 1.09610 -0.45993
H 1.78217 -0.63508 -4.28844
H -0.98024 -0.36018 -1.92651
H 0.64201 1.18265 1.09288
H 0.77824 -0.49659 -3.19899
O -0.34436 0.50482 3.75620
H 0.14258 -1.19386 1.81405
*
```

***

(2)
A molecular structure, C5H5DyO3 in a non-equilibrium geometry, computed with ωB97M-V with the def2-TZVPD basis set.

Summary:
HOMO energy (alpha / beta) = -0.658 / -0.657 Eh
HOMO-LUMO gap (alpha / beta) = 8.7 / 7.2 eV
E_tot = -1303.5304 hartree
lowest unoccupied orbital energy (alpha / beta) = -0.339 / -0.392 Ha
⟨S²⟩ = 9.5341

```
! wB97M-V def2-TZVPD RIJCOSX def2/J DEFGRID3
* xyz 2 6
C -0.27235 -1.95640 -0.86636
H -2.28323 -2.42716 -0.18482
C -1.33122 -2.05314 0.21474
C 1.69496 -0.36639 -0.20497
C -1.95058 0.16817 -0.17829
H -0.47252 -2.44556 -1.82369
O 2.84373 -0.71040 0.45236
O -1.44928 1.29370 -0.24891
Dy 0.66748 1.80536 -0.09566
C 0.84506 -1.27180 -0.63114
H -2.83617 -0.10553 -0.77427
H -1.04654 -2.63342 1.09850
O -1.51240 -0.68965 0.70284
H 3.57367 -0.74350 -0.17017
*
```

***

(3)
C3H3NO2 in the gas phase in a non-equilibrium geometry, computed with ωB97M-V with the def2-TZVPD basis set.

Summary:
HOMO energy (alpha / beta) = -0.405 / -0.350 Eh
HOMO-LUMO gap (alpha / beta) = 9.6 / 8.3 eV
E_tot = -321.1106 hartree
energy relative to the best compared isomer or geometry (same formula, charge and spin) = 167.6 kcal/mol
lowest unoccupied orbital energy (alpha / beta) = -0.054 / -0.044 Ha

```
! wB97M-V def2-TZVPD RIJCOSX def2/J DEFGRID3
* xyz 0 1
C -0.50499 0.65091 -0.14530
N 2.87134 0.02352 0.02437
H -0.48337 1.28400 0.84744
C 0.40831 -0.50878 0.08158
O -1.91477 -1.04582 0.15081
H 0.01131 -1.58634 0.27439
H -0.32921 1.26394 -1.15948
O -1.85115 0.23183 -0.07647
C 1.79253 -0.31325 0.00266
*
```

***

(4)
4 unconnected molecules or ions with the total composition C3H12BrO3 in a non-equilibrium geometry, computed with ωB97M-V with the def2-TZVPD basis set.

Summary:
HOMO energy = -0.140 Eh
HOMO-LUMO gap = 7.0 eV
E_tot = -2921.2378 hartree
energy relative to the best compared isomer or geometry (same formula, charge and spin) = 39.4 kcal/mol
lowest unoccupied orbital energy = 0.119 Ha

```
! wB97M-V def2-TZVPD RIJCOSX def2/J DEFGRID3
* xyz -1 1
H 7.24743 13.52573 4.53189
Br 10.86952 14.81051 8.28607
H 10.85259 16.04000 13.28301
C 11.35673 9.35662 10.46826
O 12.05630 10.46099 10.80306
H 9.75012 17.32342 13.90094
O 8.81043 16.06294 12.64970
H 9.22500 13.55523 4.41362
C 7.54822 13.51918 3.48424
H 11.03665 9.38238 9.42664
O 8.94264 13.89761 3.56235
H 10.42284 9.53506 11.00128
H 6.96501 14.28863 2.97836
H 11.84031 8.39849 10.65863
H 9.21982 15.89156 11.79845
H 11.39245 11.10714 10.55127
H 9.69540 15.65885 14.47886
C 9.83630 16.28082 13.59490
H 7.41116 12.54508 3.01471
*
```

***

(5)
2 unconnected molecules or ions with the total composition C2H6F2NO2P in a non-equilibrium geometry, computed with ωB97M-V with the def2-TZVPD basis set.

Summary:
HOMO energy (alpha / beta) = -0.231 / -0.327 Eh
HOMO-LUMO gap (alpha / beta) = 7.2 / 5.5 eV
E_tot = -825.9320 hartree
lowest unoccupied orbital energy (alpha / beta) = 0.033 / -0.126 Ha
⟨S²⟩ = 2.0056

```
! wB97M-V def2-TZVPD RIJCOSX def2/J DEFGRID3
* xyz 0 3
H 3.63222 -1.16128 -0.00956
H -2.21804 -1.37557 -0.05002
O 1.19451 -0.08418 -1.36964
H -3.13646 0.85033 -0.15846
C -2.10096 0.46896 0.28470
O 1.06571 -1.10706 0.87845
F 4.28507 0.51160 0.95122
H 0.17583 -0.86263 1.13572
P 1.55129 0.24353 0.19623
F 3.69636 0.70241 -1.09315
C 3.43516 -0.03295 0.03327
H -1.52077 1.26990 0.71453
H 1.76840 0.41132 -2.09781
N -1.53682 -0.66156 0.22025
*
```

***

(6)
3 unconnected molecules or ions with the total composition C21H31BrNO7P, computed with ωB97M-V with the def2-TZVPD basis set.

Summary:
HOMO energy = -0.343 Eh
HOMO-LUMO gap = 7.7 eV
structure (SMILES) = NCCCc1c(P(O)Br)cc2c(c1CC(=O)O)C(=O)C=CC2=O.CC(C)O.CC(C)O
E_tot = -4315.6621 hartree
energy relative to the best compared isomer or geometry (same formula, charge and spin) = 0.0 kcal/mol
lowest unoccupied orbital energy = -0.059 Ha

```
! wB97M-V def2-TZVPD RIJCOSX def2/J DEFGRID3
* xyz 0 1
O 2.26882 -0.31664 -4.63576
H -2.85205 -4.94072 0.07289
H -3.83125 -3.81965 -0.88739
H -2.94527 7.47440 -0.10400
H -2.47364 -4.68012 -1.62951
H 0.56792 -2.22080 3.81513
C 2.44724 -1.18889 -1.98848
H 1.29161 -0.68196 2.40216
H -1.13021 -1.19121 -1.12612
H 1.21624 -4.46103 4.11036
H 0.11453 1.04308 -5.27151
H -2.86487 4.65730 -0.95951
H 2.95891 -1.74185 -2.76582
H -0.45961 1.66117 0.57659
H 4.80574 -1.98958 -1.97009
C -0.27410 1.73215 -3.30786
C 1.18342 1.79738 1.91292
O -0.17647 2.69491 -1.19226
C -2.71019 5.51804 0.77887
H -3.41911 5.72403 1.58207
H 0.34359 -4.96344 2.84998
H 1.37825 -3.21879 1.06255
C -1.81141 -1.99164 -1.41924
P 3.78721 -2.85834 -0.21105
C -2.81949 -4.18907 -0.71583
C 2.58503 -1.52559 -0.64628
H -1.43469 -2.42066 -2.35229
C 0.44140 -2.94413 3.01046
C -2.14402 6.82960 0.25737
H -1.46391 6.64236 -0.57809
H -1.03829 5.06161 2.09075
H -1.08916 2.37906 -3.59970
H -0.23670 -3.97565 -0.87502
N 0.35744 -4.28092 3.60109
H -2.79547 -1.56159 -1.61188
C 1.05354 0.24351 -0.04656
O -3.46879 4.86107 -0.23660
H -2.04235 3.66484 1.65517
C 1.50033 0.14809 -3.82914
C 0.94625 0.59916 -1.39908
H -0.27040 0.28293 1.63140
C -1.61187 4.59867 1.28603
C -1.87620 -3.05901 -0.33683
Br 2.83705 -4.47785 -1.48156
C 1.96443 -1.27147 1.79074
C 1.87170 -0.83981 0.34530
C 1.59480 -2.76213 2.02262
H -0.92677 4.34835 0.47348
H -1.59241 7.36034 1.03448
C 0.13415 1.75076 -1.88435
O -0.56900 -3.56777 -0.06574
H 2.47282 -3.26142 2.43343
H 2.97714 -1.05736 2.13021
O 0.62106 2.20658 3.07078
H -0.32117 2.00097 3.07734
O 5.04584 -2.38508 -1.12110
H -2.20996 -2.60749 0.59967
H -0.49894 -2.75674 2.49331
C 0.36887 1.01092 -4.22177
C 1.62985 -0.14394 -2.37035
O 2.31609 2.06780 1.66715
C 0.27649 0.99327 1.00648
*
```

***

(7)
2 unconnected molecules or ions with the total composition C5H9NO3 in a non-equilibrium geometry, computed with ωB97M-V with the def2-TZVPD basis set.

Summary:
HOMO energy = -0.320 Eh
HOMO-LUMO gap = 8.7 eV
structure (SMILES) = [H]/N=C/C(=O)O.C=C(C)O
E_tot = -476.2805 hartree
energy relative to the best compared isomer or geometry (same formula, charge and spin) = 102.7 kcal/mol
lowest unoccupied orbital energy = 0.001 Ha

```
! wB97M-V def2-TZVPD RIJCOSX def2/J DEFGRID3
* xyz 0 1
C -0.26539 0.84062 0.62777
H 2.12625 0.75291 -0.61112
C 0.45957 -1.21979 -0.15322
H -1.54683 0.07339 -1.72924
H -0.36664 0.83762 -2.74909
N -1.45230 -0.78369 2.17222
H 1.35003 -1.48117 0.40214
C 0.47996 -0.18106 -1.06076
O -1.30029 1.38454 0.29241
H -0.39342 -1.87444 -0.08695
H -0.54677 -0.93540 -2.77637
H 0.55484 -0.23919 2.50851
C -0.54740 -0.04901 -2.14455
H 0.67431 2.48875 0.81993
O 1.69274 0.38507 -1.39386
C -0.35257 -0.25142 1.89280
O 0.89292 1.55184 0.93693
H -1.45900 -1.29957 3.05243
*
```

***

(8)
C6H4 in the gas phase in a non-equilibrium geometry, computed with ωB97M-V with the def2-TZVPD basis set.

Summary:
HOMO energy (alpha / beta) = -0.215 / -0.317 Eh
HOMO-LUMO gap (alpha / beta) = 6.9 / 7.2 eV
E_tot = -230.6663 hartree
energy relative to the best compared isomer or geometry (same formula, charge and spin) = 37.0 kcal/mol
lowest unoccupied orbital energy (alpha / beta) = 0.038 / -0.052 Ha
⟨S²⟩ = 2.0160

```
! wB97M-V def2-TZVPD RIJCOSX def2/J DEFGRID3
* xyz 0 3
C 1.00180 -0.61525 0.27488
H -2.02168 0.70784 -0.53917
C 0.10782 -1.59572 0.03071
H 3.16141 0.31865 0.12451
C 2.13071 0.22522 0.14676
C 0.98663 0.71613 -0.28493
C -1.08606 -0.99148 -0.15693
H 0.43413 1.53042 -0.72234
C -1.93567 -0.08042 0.14843
H -2.77910 -0.21539 0.97809
*
```

***

(9)
A molecular structure, C6H6N2O2S in a non-equilibrium geometry, computed with ωB97M-V with the def2-TZVPD basis set.

Summary:
HOMO energy = -0.344 Eh
HOMO-LUMO gap = 6.7 eV
E_tot = -890.1620 hartree
energy relative to the best compared isomer or geometry (same formula, charge and spin) = 136.5 kcal/mol
lowest unoccupied orbital energy = -0.097 Ha

```
! wB97M-V def2-TZVPD RIJCOSX def2/J DEFGRID3
* xyz 0 1
C 0.51377 0.78367 0.94444
H 3.81917 0.12866 0.08462
C 0.60562 -0.81448 -0.85457
O -2.26563 -2.13546 0.14914
C 1.92079 0.81960 1.02186
S -2.60313 1.91316 -0.52894
H 2.49126 -1.00574 -1.66021
H -0.06538 1.33926 1.65657
C -0.14329 -0.06741 0.09554
O -3.67296 -0.54668 -0.04987
C 1.95269 -0.61155 -0.77865
N -1.52929 -0.03855 0.27183
H -3.77970 1.42444 -1.19691
H 2.36587 1.22880 1.91125
N -2.50507 -0.93253 0.18651
C 2.73493 0.14926 0.13082
H 0.16035 -1.63443 -1.38342
*
```

***

(10)
A molecular structure, C18H18AlCl6N3O5S2 in a non-equilibrium geometry, computed with ωB97M-V with the def2-TZVPD basis set.

Summary:
HOMO energy (alpha / beta) = -0.242 / -0.237 Eh
HOMO-LUMO gap (alpha / beta) = 5.6 / 5.5 eV
E_tot = -5036.5846 hartree
energy relative to the best compared isomer or geometry (same formula, charge and spin) = 288.7 kcal/mol
lowest unoccupied orbital energy (alpha / beta) = -0.035 / -0.035 Ha

```
! wB97M-V def2-TZVPD RIJCOSX def2/J DEFGRID3
* xyz 0 1
H 1.62129 -4.16449 2.64990
Cl -1.00746 5.01030 0.19955
N 1.32293 -1.14559 -2.96347
S 1.10506 -2.26090 -5.20970
C -0.93929 -2.36638 -2.33031
C -3.97197 5.51704 -2.40585
Cl -4.91448 6.82351 -3.01151
C -0.05417 1.18141 2.80102
C 3.12332 -2.29478 1.30927
O -0.72330 -0.55944 -4.02208
H 1.99194 -0.67333 3.82196
H -0.31436 0.21505 5.57110
Cl -2.73373 7.33030 -0.84359
C 1.43553 0.16133 4.24869
C 1.67026 -2.71772 1.04607
C -4.15678 4.22255 -2.88062
H 3.54639 -1.82087 0.42378
O 0.18871 1.03347 -2.34029
O -1.79952 -0.21258 -1.84347
C 0.35645 -0.51664 0.24501
H 0.08043 -0.67039 -1.27250
H -0.13840 -1.31493 4.69699
C -2.99823 5.73584 -1.44130
C 1.04544 -3.29820 2.32212
C -2.23546 4.67455 -0.96401
H 0.64716 -3.89048 -0.48999
Cl -5.36049 3.93622 -4.07805
C -0.00348 -0.23777 4.62872
Cl -0.34262 -0.47222 -2.54353
N 1.20279 1.19349 3.23676
H 2.33451 -3.51346 -0.86807
H 3.44218 -0.45114 -3.36266
C -2.40078 3.35135 -1.41856
C -3.38634 3.16324 -2.40590
H 3.18862 -1.58778 2.13833
H 1.04402 -2.56432 3.12887
C 0.91157 -1.53609 0.61605
Cl -3.63712 1.59972 -3.05433
N -0.76950 0.32281 3.51608
H 1.98987 0.56365 5.09292
S -0.69740 2.25503 1.61747
Al -0.65253 1.03506 -0.37696
C 1.94335 -2.27017 -3.69263
O -1.65978 2.36937 -0.97084
H 2.08002 -3.28469 -3.31959
H 3.72330 -3.17153 1.55853
C 2.62771 -1.10679 -3.07575
O -1.49653 -3.33404 -2.20787
H 1.94989 -4.74514 0.34174
C 1.64472 -3.78088 -0.06690
H 1.93176 1.58424 2.66255
H 0.01725 -3.61398 2.14252
H -1.77274 0.29718 3.44435
*
```

***

(11)
C5H8S in the gas phase in a non-equilibrium geometry, computed with ωB97M-V with the def2-TZVPD basis set.

Summary:
HOMO energy (alpha / beta) = -0.236 / -0.327 Eh
HOMO-LUMO gap (alpha / beta) = 7.4 / 6.9 eV
E_tot = -593.3954 hartree
energy relative to the best compared isomer or geometry (same formula, charge and spin) = 0.0 kcal/mol
lowest unoccupied orbital energy (alpha / beta) = 0.036 / -0.074 Ha
⟨S²⟩ = 2.0298

```
! wB97M-V def2-TZVPD RIJCOSX def2/J DEFGRID3
* xyz 0 3
H 0.46100 -2.09228 -0.01074
H -1.69938 -1.15685 -0.57338
H 1.14654 1.58593 0.82300
H -0.36213 2.06169 0.01512
H 2.82077 -2.00671 -0.01728
H -1.97608 0.57878 -0.36148
C 2.30022 -1.05260 -0.00927
C 0.48279 1.38073 -0.01803
H 1.07382 1.57531 -0.91179
C 0.89046 -1.09752 -0.01558
H -1.75856 -0.46392 1.03951
C -1.42856 -0.28147 0.01393
C 0.04705 -0.03467 -0.01002
S 3.23480 0.29158 0.00972
*
```

***

(12)
2 unconnected molecules or ions with the total composition C3H9NO2 in a non-equilibrium geometry, computed with ωB97M-V with the def2-TZVPD basis set.

Summary:
HOMO energy = -0.375 Eh
HOMO-LUMO gap = 11.1 eV
structure (SMILES) = NC=O.CCO
E_tot = -324.8844 hartree
energy relative to the best compared isomer or geometry (same formula, charge and spin) = 55.3 kcal/mol
lowest unoccupied orbital energy = 0.031 Ha

```
! wB97M-V def2-TZVPD RIJCOSX def2/J DEFGRID3
* xyz 0 1
N -2.33062 2.46199 -1.88968
H -2.49692 3.46820 -2.02538
H 0.17927 -2.76871 0.82296
H 3.07758 -0.62715 2.14279
C -2.06261 1.78034 -3.09603
C 1.20424 -1.12176 1.24726
C 2.17193 -1.29495 2.33478
H -2.27524 2.50649 -3.99774
H -2.25497 1.94795 -1.08358
O -0.11986 -2.03755 1.40088
H 1.87024 -1.06643 3.48663
H 2.42293 -2.39846 2.24653
H 0.70575 -0.10184 1.32099
H 1.73180 -1.38435 0.32913
O -1.82352 0.63623 -3.23956
*
```